Density functional theory data (wB97M-V/def2-TZVPD) for a 2-piece molecular cluster, C5H14NO2 overall in a non-equilibrium geometry.

The geometry in XYZ format:
```
22
Properties=species:S:1:pos:R:3:mulliken_charge:R:1
O 1.79 -1.66 0.19 -0.44
C 1.31 -0.62 -0.04 0.14
C -0.04 -0.85 -1.06 -0.13
C -1.08 -0.73 -0.01 -0.78
C -1.04 0.57 0.80 -0.28
C -1.46 1.76 0.01 -1.48
N -0.09 -2.37 -1.56 -0.24
H 1.47 0.47 0.19 0.40
H -0.09 -0.24 -1.99 0.38
H -1.11 -1.56 0.69 0.40
H -2.16 -0.68 -0.54 0.32
H -1.55 0.51 1.77 0.34
H 0.01 0.80 1.15 0.25
H -2.33 1.60 -0.60 0.44
H -0.67 2.07 -0.73 0.34
H -1.73 2.58 0.68 0.36
H -0.12 -3.05 -0.82 0.34
H -0.85 -2.47 -2.09 0.29
H 0.73 -2.46 -2.09 0.34
H 0.15 3.48 1.17 0.30
H 1.12 3.55 2.27 0.30
O 0.92 3.06 1.52 -0.57
```

Calculated values
**Energy above the lowest of the compared OMol25 structures with the same formula, charge and spin**: 76.24 kcal per mole
**Energy**: -403.819859 Eh
**Charge**: +1
**Kohn-Sham gap**: 0.3875 hartree
**Multiplicity**: 1
**Lowest unoccupied orbital energy**: -3.30 eV
**E_HOMO**: -13.8447 eV

---

Density functional theory data (wB97M-V/def2-TZVPD) for C18H38F4N4O10RbS4 as an isolated structure in a non-equilibrium geometry.

The geometry in XYZ format:
```
79
Properties=species:S:1:pos:R:3:mulliken_charge:R:1
Rb -0.30 -0.51 -0.55 0.91
N -4.82 0.82 -1.08 -0.39
S -3.91 1.61 -0.09 1.03
O -2.46 1.39 -0.16 -0.52
O -4.46 2.06 1.18 -0.63
F -4.04 3.03 -0.84 -0.34
S -4.42 -0.63 -0.22 0.95
O -5.20 -0.99 0.97 -0.63
O -3.06 -1.11 -0.27 -0.28
F -5.16 -1.57 -1.24 -0.27
N -1.65 -1.96 -5.25 -0.51
S -2.58 -2.87 -4.14 1.04
O -3.96 -2.99 -4.65 -0.59
O -2.33 -2.82 -2.71 -0.38
F -1.96 -4.28 -4.55 -0.29
S -1.71 -0.71 -4.47 1.05
O -0.72 -0.56 -3.37 -0.41
O -3.11 -0.28 -4.28 -0.59
F -1.17 0.27 -5.67 -0.36
C -0.02 -4.24 3.33 -1.65
C -0.76 -3.32 2.35 0.81
C -2.23 -3.13 2.51 -0.67
C -2.62 -2.25 3.73 -0.77
C -2.03 -0.91 3.51 -0.98
C -0.48 -0.94 3.27 1.24
N -0.13 -1.99 2.28 1.20
O 1.08 -1.90 1.76 -0.32
C -0.09 0.48 2.77 -1.07
C 0.26 -1.02 4.63 -1.87
C -0.61 -4.13 1.03 -1.70
H -0.71 -5.05 3.57 0.43
H 0.23 -3.78 4.29 0.33
H 0.95 -4.68 3.08 0.38
H -2.48 -2.77 1.51 -0.05
H -2.68 -4.09 2.74 0.50
H -2.13 -2.77 4.55 0.28
H -3.70 -2.28 3.90 0.45
H -2.27 -0.40 4.44 0.44
H -2.54 -0.36 2.71 0.18
H -0.30 0.66 1.72 -0.05
H -0.70 1.19 3.34 0.45
H 0.98 0.66 2.83 0.13
H -0.09 -0.25 5.32 0.42
H 0.05 -1.98 5.11 0.41
H 1.33 -0.99 4.42 0.39
H -1.08 -3.60 0.21 0.25
H -1.03 -5.14 1.06 0.42
H 0.42 -4.07 0.68 0.40
H 1.58 -2.34 2.46 0.29
C 0.30 2.69 -2.95 -1.91
C 1.72 2.96 -2.44 0.85
C 1.69 4.27 -1.59 -1.16
C 2.99 4.42 -0.86 -0.64
C 3.30 3.23 0.08 -1.23
C 3.27 1.84 -0.72 1.72
N 2.13 1.76 -1.63 1.13
O 1.95 0.56 -2.23 -0.16
C 4.62 1.63 -1.51 -1.86
C 3.19 0.77 0.33 -2.05
C 2.59 3.15 -3.65 -1.46
H -0.25 2.43 -2.05 0.47
H 0.22 1.83 -3.62 0.47
H -0.14 3.47 -3.57 0.43
H 1.55 5.17 -2.19 0.42
H 0.83 4.36 -0.92 0.40
H 2.89 5.31 -0.23 0.44
H 3.74 4.48 -1.65 0.31
H 2.53 3.10 0.85 0.56
H 4.28 3.45 0.50 0.36
H 5.41 1.63 -0.76 0.51
H 4.77 0.68 -2.02 0.43
H 4.96 2.45 -2.15 0.36
H 2.22 0.28 0.38 0.28
H 3.99 0.05 0.50 0.37
H 3.14 1.18 1.34 0.44
H 3.58 3.50 -3.36 0.32
H 2.26 3.88 -4.39 0.44
H 2.66 2.21 -4.20 0.37
H 2.43 0.71 -3.04 0.37
```

Calculated values
**Energy**: -3696.043373 Eh
**Kohn-Sham gap (alpha / beta)**: 0.2862 / 0.1275 hartree
**Multiplicity**: 2
**Lowest unoccupied orbital energy (alpha / beta)**: -1.01 / -5.33 eV
**E_HOMO (alpha / beta)**: -8.8002 / -8.8001 eV

---

Density functional theory data (wB97M-V/def2-TZVPD) for a 2-piece molecular cluster, C5H12N2O overall in a non-equilibrium geometry.

The geometry in XYZ format:
```
20
Properties=species:S:1:pos:R:3:mulliken_charge:R:1
C -0.64 -1.97 0.63 -0.29
C -1.33 -0.64 0.93 -0.76
C -1.30 0.33 -0.22 0.49
C -1.94 0.15 -1.38 -0.84
C 0.42 1.91 -0.66 -0.24
N -0.56 1.49 0.00 -0.45
N -1.64 -2.83 -0.10 -0.60
H -0.45 -2.49 1.61 0.27
H 0.15 -2.00 -0.10 0.30
H -2.39 -0.84 1.19 0.33
H -0.86 -0.06 1.79 0.27
H -2.57 -0.76 -1.52 0.29
H -2.19 0.84 -2.18 0.33
H 0.87 1.63 -1.63 0.27
H 0.93 2.77 -0.17 0.22
H -2.58 -2.90 0.28 0.18
H -1.27 -3.76 -0.08 0.22
H 6.26 2.40 0.43 0.32
H 5.43 3.71 0.27 0.32
O 5.66 3.00 0.90 -0.64
```

Calculated values
**Energy above the lowest of the compared OMol25 structures with the same formula, charge and spin**: 78.82 kcal per mole
**Energy**: -382.376924 Eh
**SMILES**: C=NC(=C)CCN.O
**Kohn-Sham gap**: 0.3454 hartree
**Multiplicity**: 1
**Lowest unoccupied orbital energy**: 0.81 eV
**E_HOMO**: -8.5931 eV

---

What did the third record say?
Density functional theory data (wB97M-V/def2-TZVPD) for a 2-piece molecular cluster, C5H12N2O overall in a non-equilibrium geometry.

The geometry in XYZ format:
```
20
Properties=species:S:1:pos:R:3:mulliken_charge:R:1
C -0.64 -1.97 0.63 -0.29
C -1.33 -0.64 0.93 -0.76
C -1.30 0.33 -0.22 0.49
C -1.94 0.15 -1.38 -0.84
C 0.42 1.91 -0.66 -0.24
N -0.56 1.49 0.00 -0.45
N -1.64 -2.83 -0.10 -0.60
H -0.45 -2.49 1.61 0.27
H 0.15 -2.00 -0.10 0.30
H -2.39 -0.84 1.19 0.33
H -0.86 -0.06 1.79 0.27
H -2.57 -0.76 -1.52 0.29
H -2.19 0.84 -2.18 0.33
H 0.87 1.63 -1.63 0.27
H 0.93 2.77 -0.17 0.22
H -2.58 -2.90 0.28 0.18
H -1.27 -3.76 -0.08 0.22
H 6.26 2.40 0.43 0.32
H 5.43 3.71 0.27 0.32
O 5.66 3.00 0.90 -0.64
```

Calculated values
**Energy above the lowest of the compared OMol25 structures with the same formula, charge and spin**: 78.82 kcal per mole
**Energy**: -382.376924 Eh
**SMILES**: C=NC(=C)CCN.O
**Kohn-Sham gap**: 0.3454 hartree
**Multiplicity**: 1
**Lowest unoccupied orbital energy**: 0.81 eV
**E_HOMO**: -8.5931 eV

---

> Look up the energy of the third one.

-382.376924 Eh

---

> multiplicity of number 3 (C5H12N2O)?

1